Entry 1:
DFT (the ωB97M-V functional and the def2-TZVPD basis) results for a molecular structure, C37H31AsF9IN2O5PS3Zn.

Atoms and positions in Å:
Zn: 2.62 -0.40 0.20
O: -2.79 -1.18 5.47
C: -1.63 -0.62 5.89
O: -1.56 -0.19 7.01
C: -0.51 -0.56 4.91
C: -0.54 -1.16 3.65
C: 0.53 -1.05 2.79
C: 1.68 -0.36 3.16
C: 1.73 0.23 4.43
C: 0.65 0.13 5.28
N: 2.71 -0.30 2.24
C: 3.99 -0.35 2.66
C: 5.04 -0.32 1.73
C: 6.40 -0.46 2.10
C: 7.37 -0.44 1.13
C: 7.00 -0.29 -0.21
C: 5.66 -0.17 -0.51
N: 4.70 -0.17 0.42
H: -2.71 -1.48 4.56
H: -1.39 -1.75 3.31
H: 0.51 -1.55 1.83
H: 2.60 0.80 4.73
H: 0.67 0.60 6.26
H: 4.21 -0.52 3.71
H: 6.65 -0.59 3.15
H: 8.41 -0.56 1.41
H: 7.73 -0.29 -1.01
H: 5.31 -0.09 -1.53
C: 3.75 2.26 -3.21
As: 2.12 2.55 -2.22
C: 1.83 4.45 -2.39
C: 0.72 1.76 -3.28
S: 2.18 2.12 -0.17
H: 3.65 2.73 -4.18
H: 3.92 1.19 -3.34
H: 4.58 2.70 -2.65
H: 1.74 4.73 -3.44
H: 2.66 4.98 -1.93
H: 0.91 4.71 -1.86
H: 0.61 2.35 -4.19
H: -0.20 1.78 -2.70
H: 0.99 0.74 -3.53
O: 3.24 -3.75 -1.75
S: 2.19 -2.85 -1.36
O: 2.31 -2.43 0.09
O: 0.84 -3.25 -1.67
S: 2.53 -0.98 -2.24
I: 2.29 -1.32 -5.14
F: -4.50 -0.74 -6.35
C: -3.77 -1.78 -5.88
F: -4.64 -2.81 -5.73
F: -2.92 -2.13 -6.85
C: -3.09 -1.43 -4.59
C: -1.72 -1.61 -4.43
C: -1.13 -1.26 -3.22
C: -1.89 -0.74 -2.18
C: -3.27 -0.60 -2.35
C: -3.87 -0.94 -3.55
P: -1.02 -0.33 -0.62
C: -1.70 1.31 -0.17
C: -1.43 1.78 1.12
C: -1.77 3.06 1.50
C: -2.37 3.92 0.58
C: -2.63 3.48 -0.71
C: -2.30 2.18 -1.08
C: -2.77 5.31 0.97
F: -2.17 5.72 2.10
F: -4.10 5.40 1.18
F: -2.47 6.20 0.01
C: -2.01 -1.44 0.48
C: -1.56 -2.75 0.60
C: -2.25 -3.66 1.38
C: -3.41 -3.26 2.04
C: -3.87 -1.96 1.93
C: -3.17 -1.05 1.15
C: -4.13 -4.23 2.94
F: -3.97 -5.50 2.56
F: -5.45 -3.99 2.99
F: -3.68 -4.14 4.22
H: -1.12 -2.01 -5.23
H: -0.06 -1.42 -3.09
H: -3.88 -0.23 -1.54
H: -4.93 -0.82 -3.68
H: -0.93 1.13 1.83
H: -1.55 3.41 2.50
H: -3.09 4.15 -1.42
H: -2.51 1.86 -2.09
H: -0.66 -3.07 0.08
H: -1.89 -4.68 1.48
H: -4.78 -1.66 2.43
H: -3.54 -0.04 1.07

Output
E_HOMO (alpha / beta) ... -3.90 / -5.35 eV
Molecular weight ... 1149.0 g/mol
F_max ... 0.0106 Eh/bohr
Energy relative to the best compared isomer or geometry (same formula, charge and spin) ... 1.2543 eV
Total charge ... -1
Energy ... -8662.07463 Eh


Entry 2:
DFT (the ωB97M-V functional and the def2-TZVPD basis) results for a molecular structure, C37H31ClN2O7PSSiY.

Atoms and positions in Å:
Y: -0.88 -0.14 -0.18
O: -2.72 -1.19 -0.05
S: -4.00 -0.43 0.25
O: -5.10 -1.31 0.45
O: -3.69 0.53 1.30
C: -4.28 0.54 -1.23
C: -5.28 0.08 -2.07
C: -5.63 0.81 -3.20
C: -5.01 2.02 -3.46
C: -4.00 2.47 -2.62
C: -3.59 1.74 -1.51
P: -2.20 2.37 -0.49
C: -0.91 2.94 -1.62
C: -0.86 2.75 -3.00
C: 0.25 3.15 -3.72
C: 1.32 3.74 -3.08
C: 1.30 3.92 -1.70
C: 0.20 3.50 -0.98
C: -2.84 3.84 0.34
C: -3.76 3.66 1.38
C: -4.30 4.76 2.02
C: -3.92 6.04 1.65
C: -3.01 6.22 0.62
C: -2.47 5.12 -0.03
H: -5.79 -0.84 -1.82
H: -6.41 0.45 -3.85
H: -5.30 2.61 -4.31
H: -3.52 3.42 -2.84
H: -1.67 2.26 -3.52
H: 0.28 2.97 -4.78
H: 2.19 4.04 -3.65
H: 2.15 4.35 -1.18
H: 0.21 3.62 0.10
H: -4.06 2.66 1.66
H: -5.02 4.61 2.82
H: -4.34 6.89 2.16
H: -2.71 7.22 0.33
H: -1.76 5.28 -0.83
O: 4.22 1.14 3.11
C: 3.25 0.99 4.01
O: 3.45 1.07 5.19
C: 1.88 0.69 3.50
C: 0.77 0.44 4.32
Cl: 0.59 0.44 6.00
N: -0.29 0.21 3.53
N: 0.05 0.28 2.23
C: 1.34 0.57 2.21
C: 1.98 0.71 0.85
O: 3.18 0.93 0.75
O: 1.15 0.57 -0.11
C: -1.65 -0.04 3.92
C: -2.02 -1.34 4.25
C: -3.33 -1.57 4.61
C: -4.24 -0.52 4.66
C: -3.84 0.77 4.34
C: -2.53 1.01 3.96
H: 3.89 1.00 2.18
H: -1.29 -2.13 4.21
H: -3.65 -2.58 4.86
H: -5.26 -0.71 4.94
H: -4.55 1.57 4.37
H: -2.21 2.01 3.68
C: 0.45 -2.84 -2.52
Si: -0.55 -1.24 -2.78
C: -2.18 -1.83 -3.56
C: 0.39 -0.36 -4.18
C: -0.18 -0.04 -5.41
C: 0.57 0.51 -6.44
C: 1.92 0.76 -6.26
C: 2.51 0.47 -5.04
C: 1.75 -0.08 -4.02
H: 0.73 -3.28 -3.48
H: -0.13 -3.58 -1.98
H: 1.37 -2.68 -1.96
H: -2.02 -2.39 -4.48
H: -2.85 -1.00 -3.79
H: -2.71 -2.48 -2.86
H: -1.22 -0.25 -5.59
H: 0.10 0.73 -7.39
H: 2.52 1.18 -7.07
H: 3.57 0.66 -4.89
H: 2.24 -0.31 -3.08

Output
E_HOMO ... -7.33 eV
Molecular weight ... 831.1 g/mol
F_max ... 0.0238 Eh/bohr
Energy relative to the best compared isomer or geometry (same formula, charge and spin) ... 1.2575 eV
Energy ... -3592.47541 Eh


Entry 3:
DFT (the ωB97M-V functional and the def2-TZVPD basis) results for a molecular structure, C37H31N4O2SiTi.

Atoms and positions in Å:
Ti: 0.02 -0.04 -0.07
O: 2.17 2.73 4.20
C: 1.85 1.64 4.93
C: 2.22 1.63 6.27
C: 1.87 0.56 7.07
C: 1.14 -0.51 6.56
C: 0.81 -0.51 5.21
C: 1.18 0.54 4.37
C: 0.81 0.56 2.93
O: 0.77 -0.68 2.22
N: 0.45 1.62 2.37
N: -0.03 1.47 1.09
C: -0.98 2.43 0.61
C: -1.91 1.91 -0.23
C: -2.98 2.61 -0.90
C: -3.85 1.95 -1.68
C: -3.73 0.51 -1.86
C: -2.74 -0.14 -1.25
N: -1.80 0.50 -0.44
H: 1.63 2.70 3.38
H: 2.76 2.49 6.66
H: 2.16 0.57 8.12
H: 0.84 -1.34 7.20
H: 0.24 -1.34 4.80
H: -1.01 3.42 1.05
H: -3.05 3.69 -0.76
H: -4.65 2.49 -2.18
H: -4.42 -0.04 -2.49
H: -2.60 -1.20 -1.37
N: 0.92 -1.85 -0.58
C: 0.57 -2.50 -1.83
C: 0.54 -3.89 -1.78
C: 0.34 -4.64 -2.92
C: 0.23 -3.96 -4.13
C: 0.24 -2.58 -4.17
C: 0.35 -1.79 -3.01
C: 0.25 -0.27 -3.11
C: -0.13 0.30 -4.33
C: -0.17 1.67 -4.50
C: 0.19 2.51 -3.46
C: 0.50 1.97 -2.23
C: 0.49 0.57 -2.00
H: 0.14 -1.87 0.12
H: 1.48 -1.00 -0.75
H: 0.69 -4.38 -0.81
H: 0.31 -5.72 -2.87
H: 0.14 -4.52 -5.06
H: 0.16 -2.10 -5.13
H: -0.42 -0.32 -5.17
H: -0.48 2.08 -5.46
H: 0.20 3.59 -3.60
H: 0.74 2.63 -1.42
C: 5.72 -0.59 -0.04
C: 5.12 -1.81 -0.34
C: 3.99 -2.21 0.37
C: 3.47 -1.41 1.39
C: 4.10 -0.20 1.69
C: 5.22 0.22 0.96
Si: 2.03 -1.88 2.43
C: 1.21 -3.50 2.07
C: -0.17 -3.60 1.89
C: -0.77 -4.84 1.67
C: 0.00 -5.99 1.64
C: 1.38 -5.91 1.82
C: 1.98 -4.67 2.04
H: 6.60 -0.27 -0.60
H: 5.51 -2.44 -1.13
H: 3.51 -3.15 0.11
H: 3.72 0.44 2.49
H: 5.69 1.17 1.20
H: 2.50 -1.87 3.82
H: -0.79 -2.71 1.92
H: -1.85 -4.90 1.52
H: -0.47 -6.96 1.47
H: 1.98 -6.81 1.81
H: 3.06 -4.63 2.18

Output
E_HOMO (alpha / beta) ... -6.08 / -6.06 eV
Molecular weight ... 639.6 g/mol
F_max ... 0.0338 Eh/bohr
Spin multiplicity ... 2
Energy ... -2936.97104 Eh


Q: What is the formula in the first record?
A: C37H31AsF9IN2O5PS3Zn


Q: Which value of F_max does entry 3 give?
A: 0.0338 Eh/bohr


Q: The highest energy belongs to which entry?
A: C37H31N4O2SiTi


Q: Among the records above, which one has the lowest energy?
A: C37H31AsF9IN2O5PS3Zn